Version one
Computed, not measured: a cluster of 2 separate species, C5H15NO in total, with ωB97M-V/def2-TZVPD.

The geometry in XYZ format:
```
22
Properties=species:S:1:pos:R:3
C -0.98900 -0.70508 1.65671
C -0.40877 -1.52844 0.48981
N 0.08110 -0.77865 -0.63159
C 0.96594 0.34736 -0.32492
C 2.21665 -0.23643 0.48232
C -1.02872 -0.36937 -1.48666
H -0.18647 -0.37325 2.31735
H -1.46222 0.18527 1.23445
H -1.67195 -1.21677 2.32769
H -1.08658 -2.33571 0.19891
H 0.44595 -2.04905 0.96314
H 0.61364 1.22800 0.22565
H 1.44015 0.67207 -1.25633
H 3.01071 0.48789 0.35952
H 2.44919 -1.21607 0.07926
H 1.85641 -0.37491 1.49887
H -0.79535 0.44901 -2.17774
H -1.83762 0.07719 -0.88687
H -1.44213 -1.17395 -2.09429
H -0.23460 2.79638 -1.59258
H -1.13828 2.78000 -0.35080
O -0.79804 3.33451 -1.03190
```

Summary:
frontier orbital gap = 0.3488 hartree
charge = 0
SMILES = CCN(C)CC.O

Table of Löwdin atomic charges, one value per atom, all in e: -0.082 -0.275 -0.236 -0.251 -0.069 -0.102 0.060 0.059 0.070 0.117 0.104 0.099 0.109 0.065 0.072 0.048 0.075 0.076 0.083 0.019 0.003 -0.042

Version two
Computed, not measured: a cluster of 2 separate species, C5H15NO in total, with ωB97M-V/def2-TZVPD.

The geometry in XYZ format:
```
22
Properties=species:S:1:pos:R:3
C -1.66152 -0.62816 1.67459
C -0.61197 -0.83466 0.64148
C 0.68720 -0.06849 0.98919
C 1.82993 -0.64982 0.10969
C 0.46817 1.47188 0.79774
N -1.28681 -0.52867 -0.67002
H -1.60950 0.47044 1.92141
H -1.43513 -1.02631 2.74108
H -2.66480 -1.03319 1.30835
H -0.43091 -1.93826 0.60505
H 0.76106 -0.14691 2.12847
H 2.07496 -1.74337 0.35422
H 1.61322 -0.64610 -1.02372
H 2.83949 -0.22545 0.40842
H -0.43287 1.74134 1.40549
H 0.40765 1.66303 -0.31458
H 1.34634 2.05024 1.19906
H -0.52311 -0.69944 -1.34280
H -1.65022 0.35909 -0.75718
H 0.35089 0.30420 -4.51330
H -0.12535 0.89644 -3.39697
O 0.05330 1.21219 -4.26565
```

Summary:
frontier orbital gap = 0.3732 hartree
charge = 0
SMILES = CC(C)[C@@H](C)N.O

Table of Löwdin atomic charges, one value per atom, all in e: -0.112 -0.475 -0.402 -0.096 -0.085 0.049 0.062 0.104 0.102 0.140 0.148 0.086 0.088 0.082 0.066 0.081 0.085 0.055 0.029 0.059 -0.016 -0.053

Version three
Computed, not measured: a cluster of 2 separate species, C5H15NO in total, with ωB97M-V/def2-TZVPD.

The geometry in XYZ format:
```
22
Properties=species:S:1:pos:R:3
C -1.70779 1.48142 -0.40304
N -2.46163 0.30567 -0.07695
C 0.85238 -0.56110 -0.37292
C -0.51330 -1.14572 -0.80359
C -1.69320 -0.96352 0.17179
C -1.25850 -1.01092 1.65289
H -1.02632 1.92173 0.36139
H -2.37665 2.34151 -0.53412
H -1.10621 1.43225 -1.30546
H -2.91996 0.51108 0.80482
H 0.66527 0.48693 -0.17419
H 1.55490 -0.71237 -1.19784
H 1.43451 -0.97957 0.44879
H -0.75328 -0.69374 -1.76289
H -0.42587 -2.22770 -0.91509
H -2.37030 -1.79975 -0.00811
H -2.07119 -0.87309 2.35498
H -0.61067 -1.88077 1.77371
H -0.56219 -0.17341 1.76641
H 5.15757 1.67976 -0.12594
H 6.36937 1.03526 -0.85931
O 5.82305 1.82606 -0.79532
```

Summary:
frontier orbital gap = 0.3452 hartree
charge = 0
SMILES = CC[C@@H](C)NC.O

Table of Löwdin atomic charges, one value per atom, all in e: -0.180 -0.082 -0.115 -0.212 -0.390 -0.064 0.078 0.077 0.070 0.090 0.046 0.070 0.068 0.102 0.104 0.120 0.072 0.079 0.066 0.023 0.034 -0.058

Version four
Computed, not measured: a cluster of 2 separate species, C5H15NO in total, with ωB97M-V/def2-TZVPD.

The geometry in XYZ format:
```
22
Properties=species:S:1:pos:R:3
C 0.10638 1.03447 2.40167
C -0.07832 0.20341 1.15317
C -0.26917 1.15009 -0.06497
C -0.99716 0.46733 -1.21917
C -2.45930 0.77331 -1.41440
N 1.07966 -0.63960 0.91101
H 0.27557 0.44575 3.31235
H 0.97915 1.66877 2.28144
H -0.73966 1.63862 2.60266
H -0.97467 -0.42309 1.14020
H -0.85826 1.97828 0.33961
H 0.73381 1.52574 -0.28935
H -0.38386 0.65637 -2.09933
H -0.86369 -0.61093 -1.15200
H -3.11878 0.26136 -0.71217
H -2.74513 1.82607 -1.34924
H -2.75461 0.51426 -2.43854
H 1.83417 -0.36343 0.32000
H 0.94370 -1.63163 0.92948
H 1.84478 -2.61343 -2.23362
H 2.97303 -3.00231 -1.26941
O 2.22227 -2.40610 -1.37299
```

Summary:
frontier orbital gap = 0.3287 hartree
charge = 0
SMILES = CCC[C@H](C)N.O

Table of Löwdin atomic charges, one value per atom, all in e: -0.085 -0.463 -0.185 -0.277 -0.118 0.035 0.076 0.078 0.053 0.135 0.103 0.111 0.100 0.098 0.071 0.069 0.070 0.054 0.055 0.037 0.040 -0.057

version four is favored, and the nearest alternative lies 0.0164 hartree above it.

Version one
Computed, not measured: a cluster of 2 separate species, C5H15NO in total, with ωB97M-V/def2-TZVPD.

The geometry in XYZ format:
```
22
Properties=species:S:1:pos:R:3
C 0.40933 -1.12199 -1.29483
C -0.20734 -2.52902 -1.01875
C -0.54483 0.08255 -1.30763
N -1.27506 -0.01379 0.05021
C -0.29856 0.08029 1.16504
C -2.34167 1.05293 0.23040
H 0.84764 -1.10308 -2.32021
H 1.43884 -1.01852 -0.75832
H 0.00314 -2.70764 0.07942
H -1.28089 -2.61306 -1.20379
H 0.46877 -2.98719 -1.69866
H -1.24332 -0.19126 -2.03481
H 0.05810 1.03039 -1.67214
H -0.72554 -0.41467 2.04306
H -0.08004 1.16443 1.43405
H 0.64773 -0.50438 0.91998
H -2.94850 0.97090 -0.71600
H -3.03227 0.66812 0.96482
H -2.06942 2.11739 0.53283
H 3.84728 2.38887 2.48817
H 4.03879 1.79891 1.09761
O 3.35669 2.01360 1.73090
```

Summary:
frontier orbital gap = 0.3442 hartree
charge = 0
SMILES = CCCN(C)C.O

Table of Löwdin atomic charges, one value per atom, all in e: -0.321 -0.095 -0.206 -0.246 -0.121 -0.112 0.092 0.119 0.083 0.072 0.046 0.076 0.146 0.073 0.091 0.073 0.085 0.056 0.091 0.045 0.021 -0.067

Version two
Computed, not measured: a cluster of 2 separate species, C5H15NO in total, with ωB97M-V/def2-TZVPD.

The geometry in XYZ format:
```
22
Properties=species:S:1:pos:R:3
C 0.77648 1.53127 0.56653
N 1.07195 0.38374 -0.29223
C -0.15151 0.06259 -1.04972
C 0.43946 -1.44520 1.47378
C 1.44429 -0.88887 0.48497
C 2.15345 -1.86984 -0.32469
H 1.70984 1.75844 1.15845
H 0.45866 2.46011 0.11342
H -0.07525 1.26764 1.31427
H -0.55417 1.03211 -1.42651
H -0.93839 -0.39712 -0.43847
H 0.06107 -0.57558 -1.91760
H 0.79864 -2.28356 2.10708
H -0.51776 -1.69016 1.02598
H 0.31429 -0.68439 2.27091
H 2.26655 -0.54800 1.12648
H 2.98261 -2.49538 0.25404
H 1.57737 -2.68455 -0.86736
H 2.74108 -1.32439 -1.08360
H -5.70356 2.04626 -1.48063
H -5.20589 3.40386 -1.88707
O -5.64919 2.94103 -1.12803
```

Summary:
frontier orbital gap = 0.3485 hartree
charge = 0
SMILES = CC(C)N(C)C.O

Table of Löwdin atomic charges, one value per atom, all in e: -0.130 -0.216 -0.118 -0.076 -0.480 -0.117 0.095 0.067 0.100 0.087 0.067 0.083 0.091 0.062 0.073 0.125 0.119 0.090 0.080 0.025 0.057 -0.082

version two is favored, and the nearest alternative lies 0.0254 hartree above it.

Version one
Computed, not measured: a cluster of 2 separate species, C2H4OSi in total, with ωB97M-V/def2-TZVPD.

The geometry in XYZ format:
```
8
Properties=species:S:1:pos:R:3
C 2.97196 -0.28145 -0.13887
C 1.81478 0.05019 -0.08430
O -1.95939 -0.80316 -0.05396
Si -1.34842 0.70771 -0.14835
H 3.94986 -0.72781 0.21884
H -1.76194 -1.66009 0.19723
H -2.51867 1.15179 -0.97542
H -1.14820 1.56282 0.98484
```

Summary:
frontier orbital gap (alpha / beta) = 0.2484 / 0.2485 hartree
charge = 0

Table of Löwdin atomic charges, one value per atom, all in e: -0.238 -0.233 -0.236 0.788 0.008 0.025 -0.029 -0.084

Version two
Computed, not measured: a cluster of 2 separate species, C2H4OSi in total, with ωB97M-V/def2-TZVPD.

The geometry in XYZ format:
```
8
Properties=species:S:1:pos:R:3
C 2.84528 -1.03499 1.15624
C 2.10361 -0.21699 0.71168
O 0.67497 0.42489 -1.12649
Si -0.84405 0.04658 -0.83037
H 3.85142 -1.35679 1.39536
H -1.31555 -1.11725 0.02388
H -0.74517 -0.07142 -2.32089
H -1.65437 1.19703 -0.42623
```

Summary:
frontier orbital gap (alpha / beta) = 0.3180 / 0.3053 hartree
charge = 0

Table of Löwdin atomic charges, one value per atom, all in e: -0.064 0.039 -0.354 0.477 0.024 -0.056 0.013 -0.079

version one is favored, and the nearest alternative lies 0.0748 hartree above it.

Version one
Computed, not measured: a cluster of 2 separate species, CH3NO2S in total, with ωB97M-V/def2-TZVPD.

The geometry in XYZ format:
```
8
Properties=species:S:1:pos:R:3
C -1.16681 -0.37614 -0.48716
N 0.08134 -0.23473 -0.14982
O 3.88385 -1.06055 -0.05892
O 0.99096 0.48911 -0.55605
S 3.45010 0.35062 -0.00176
H -1.85484 -1.04264 -0.18760
H -1.49947 0.45333 -1.17060
H 3.11686 0.68848 1.52695
```

Summary:
frontier orbital gap (alpha / beta) = 0.3448 / 0.2739 hartree
charge = 0

Table of Löwdin atomic charges, one value per atom, all in e: 0.026 -0.115 -0.648 -0.146 0.775 0.021 0.097 -0.010

Version two
Computed, not measured: a cluster of 2 separate species, CH3NO2S in total, with ωB97M-V/def2-TZVPD.

The geometry in XYZ format:
```
8
Properties=species:S:1:pos:R:3
C 1.75738 -1.78761 0.10755
N -0.69788 -0.64858 -0.32423
O 2.61850 -1.31802 0.67492
O -0.55093 1.92979 0.11519
S -1.62596 0.58652 0.27300
H -1.06425 2.70779 0.22255
H -0.55708 -0.59366 -1.28841
H 0.12021 -0.87622 0.21942
```

Summary:
frontier orbital gap = 0.3396 hartree
charge = 0

Table of Löwdin atomic charges, one value per atom, all in e: 0.038 -0.354 0.083 -0.463 0.793 -0.017 0.008 -0.088

version two is favored, and the nearest alternative lies 0.1521 hartree above it.